Run a
Entry from OMol25: one molecule with the formula C2HNO2S (the ωB97M-V functional and the def2-TZVPD basis).

Each atom is followed by the atoms it is bonded to, with distances in Å.
Atoms and positions in Å:
1 C 0.0196 0.7407 0.8440  S2 1.665, C5 1.411
2 S 0.6605 0.3250 -0.6357  C1 1.665, O3 1.418, C5 2.083, O6 1.406, N7 1.695
3 O 1.6879 -0.6493 -0.7076  S2 1.418
4 H -1.3668 -0.9112 1.5102  C5 1.118
5 C -0.6825 -0.4790 0.7386  C1 1.411, S2 2.083, H4 1.118, N7 1.333
6 O 0.4189 1.6051 -1.1653  S2 1.406
7 N -0.7376 -0.6313 -0.5842  S2 1.695, C5 1.333

Values from the calculation:
**Net charge**: 0
**Kohn-Sham gap (alpha / beta)**: 7.969 / 7.966 eV
**LUMO level (alpha / beta)**: -2.386 / -2.387 eV

Just the Löwdin charges please, in e? Sure, here they are: 0.013 0.543 -0.251 0.132 -0.266 -0.241 0.070


Run b
Entry from OMol25: one molecule with the formula C2HNO2S (the ωB97M-V functional and the def2-TZVPD basis).

Each atom is followed by the atoms it is bonded to, with distances in Å.
Atoms and positions in Å:
1 O 1.0172 -1.0658 0.0774  C4 1.393, S6 1.667
2 N 4.1262 -0.7307 -0.1635  C7 1.166
3 O 1.1662 1.2402 0.3537  C4 1.192
4 C 1.6443 0.1777 0.1000  O1 1.393, O3 1.192, C7 1.499
5 H -0.8100 -0.0881 -0.6749  S6 1.456
6 S -0.5978 -1.4219 -0.1322  O1 1.667, H5 1.456
7 C 3.0676 -0.2451 -0.1100  N2 1.166, C4 1.499

Values from the calculation:
**Net charge**: 0
**Kohn-Sham gap**: 9.553 eV
**LUMO level**: -0.451 eV
**SMILES**: N#CC(=O)OS

Just the Löwdin charges please, in e? Sure, here they are: -0.537 0.187 0.147 -0.506 -0.043 0.827 -0.075


Stability summary: most stable run b, least stable run a.